Computed, not measured: C35H27BrCoF4O3PTe as an isolated structure, with wB97M-V/def2-TZVPD.

```
73
Properties=species:S:1:pos:R:3:forces:R:3:lowdin_spin:R:1
Co -1.2473 -0.1783 -0.0403 -0.02 -0.11 -0.36 2.64
F -1.0257 6.8188 0.1292 0.00 -0.04 0.00 0.00
C -0.6411 5.5571 0.0757 -0.01 -0.10 0.01 0.00
C 0.6820 5.2410 -0.1744 0.02 -0.02 0.00 0.00
F 1.5742 6.2000 -0.3611 -0.05 -0.03 0.01 0.00
C 1.0624 3.9067 -0.2200 0.12 0.17 -0.02 0.00
F 2.3509 3.6405 -0.4342 -0.05 0.04 0.00 0.00
C 0.1642 2.8688 -0.0473 -0.10 0.06 -0.01 0.00
P 0.7426 1.1499 -0.0997 -0.04 -0.17 0.22 0.03
C 1.6415 0.8854 -1.6367 -0.01 0.06 -0.03 0.00
C 1.6477 1.7927 -2.6890 0.02 -0.03 -0.02 0.00
C 2.2818 1.4669 -3.8779 -0.02 0.00 0.02 0.00
C 2.9028 0.2355 -4.0217 0.02 -0.04 0.01 0.00
C 2.8818 -0.6810 -2.9792 -0.01 0.02 -0.03 0.00
C 2.2438 -0.3615 -1.7923 0.03 -0.01 -0.04 0.00
C 1.9094 1.0845 1.2813 0.06 0.03 0.03 0.01
C 1.3566 1.2359 2.5532 0.03 0.07 -0.07 0.00
C 2.1455 1.1099 3.6824 0.11 0.12 -0.05 0.00
C 3.4982 0.8251 3.5458 -0.01 0.04 -0.01 0.00
C 4.0568 0.6940 2.2830 -0.03 0.01 0.00 0.00
C 3.2683 0.8292 1.1473 0.05 -0.05 0.01 0.00
C -1.1583 3.2145 0.2359 -0.15 0.09 0.07 0.00
Br -2.5076 1.9503 0.6951 0.00 0.21 0.13 0.04
C -1.5608 4.5352 0.2944 0.17 0.09 -0.04 0.00
F -2.8149 4.8650 0.5746 -0.03 -0.02 0.00 0.00
H 1.1490 2.7479 -2.5962 0.00 0.01 0.01 0.00
H 2.2905 2.1776 -4.6927 0.00 0.02 -0.02 0.00
H 3.3977 -0.0139 -4.9499 0.02 -0.01 -0.02 0.00
H 3.3532 -1.6472 -3.0916 0.02 -0.02 -0.02 0.00
H 2.2177 -1.0911 -0.9899 -0.01 0.00 0.03 0.00
H 0.2988 1.4575 2.6576 0.05 0.07 -0.07 0.00
H 1.7089 1.2169 4.6657 0.02 0.05 0.00 0.00
H 4.1160 0.7097 4.4254 0.01 0.00 0.02 0.00
H 5.1134 0.4907 2.1768 0.03 -0.01 0.00 0.00
H 3.7156 0.7346 0.1666 -0.01 0.00 -0.01 0.00
C -5.1071 -5.1094 -2.6918 0.01 0.00 0.01 0.00
O -5.0894 -4.0476 -3.6358 0.03 0.13 -0.02 0.00
C -4.3507 -2.9600 -3.3629 -0.08 -0.16 -0.01 0.00
C -4.3988 -1.9466 -4.3442 0.13 0.12 0.10 0.00
C -3.6754 -0.8092 -4.1473 -0.07 -0.13 0.02 0.00
C -2.8773 -0.6048 -2.9929 -0.07 0.15 -0.14 0.01
C -2.1298 0.6154 -2.8598 0.03 -0.17 -0.08 0.01
C -2.1903 1.6757 -3.9280 -0.02 -0.02 0.00 0.00
O -1.3895 0.8663 -1.8865 -0.04 0.03 0.16 0.05
C -2.8404 -1.6373 -2.0199 0.13 -0.05 0.12 0.01
O -2.1291 -1.5764 -0.9179 0.02 -0.02 0.12 0.11
C -3.5859 -2.8086 -2.2220 -0.07 0.04 -0.19 0.01
H -5.7755 -5.8594 -3.1035 0.02 0.00 0.02 0.00
H -5.4887 -4.7650 -1.7287 0.00 -0.02 0.00 0.00
H -4.1090 -5.5343 -2.5674 -0.01 0.00 0.01 0.00
H -5.0028 -2.0980 -5.2248 -0.04 -0.02 -0.04 0.00
H -3.7124 -0.0407 -4.9044 -0.01 0.04 -0.03 0.00
H -1.7925 1.2991 -4.8696 0.03 -0.03 -0.04 0.00
H -1.5971 2.5257 -3.6024 0.00 0.01 -0.01 0.00
H -3.2158 1.9949 -4.1112 -0.01 0.01 0.02 0.00
H -3.5277 -3.5711 -1.4620 0.01 -0.02 0.03 0.00
C -0.6927 -0.8974 3.9426 0.03 0.08 0.03 0.01
Te -1.1084 -1.8815 2.0989 -0.16 -0.08 -0.08 0.05
C 0.9862 -2.2878 2.0557 -0.01 0.00 0.06 0.00
C 1.4355 -2.1483 3.4886 -0.03 -0.05 0.02 0.00
C 2.6630 -2.6551 3.9007 0.01 0.03 -0.01 0.00
C 3.0880 -2.4853 5.2073 -0.02 0.01 0.00 0.00
C 2.2800 -1.8156 6.1174 -0.01 -0.01 -0.03 0.00
C 1.0515 -1.3189 5.7149 0.02 -0.04 0.00 0.00
C 0.6255 -1.4756 4.4002 -0.10 -0.09 0.03 0.00
H -1.5057 -1.0897 4.6389 0.03 -0.06 0.02 0.00
H -0.6276 0.1779 3.7704 -0.08 -0.18 0.14 0.00
H 1.4655 -1.5446 1.4233 0.09 0.00 -0.07 0.00
H 1.1619 -3.2800 1.6452 -0.02 0.00 0.05 0.00
H 3.2876 -3.1849 3.1930 0.02 -0.02 -0.02 0.00
H 4.0412 -2.8874 5.5204 0.03 -0.01 0.01 0.00
H 2.6010 -1.6951 7.1423 0.01 0.00 0.04 0.00
H 0.4169 -0.8081 6.4275 -0.03 0.02 0.02 0.00
```
Positions in Å, forces in eV/Å.

Its gap between HOMO and LUMO (spin up / spin down) is 8.087 / 7.554 eV. For the LUMO energy (spin up / spin down), the calculation gives -2.512 / -3.102 eV. The total charge is +1. As for the multiplicity: 4.

Computed, not measured: C37H49BrN2P2SSn as an isolated structure at a distorted geometry, with wB97M-V/def2-TZVPD.

```
93
Properties=species:S:1:pos:R:3:forces:R:3:mulliken_charge:R:1
C -0.3871 -7.4734 -3.2305 -0.04 -0.49 0.23 -0.51
C 0.2077 -6.3244 -3.8160 -0.35 -1.88 -1.06 0.54
C 0.8462 -6.6248 -5.0580 0.39 -0.45 -0.30 -0.53
C 0.8886 -7.9565 -5.5580 0.06 0.32 0.18 -0.25
N 0.3490 -9.0200 -4.9545 0.08 1.07 0.00 -0.50
C -0.2790 -8.7538 -3.8226 -0.32 -0.14 0.71 -0.26
C 0.1546 -5.0406 -3.1757 0.46 2.57 1.38 0.92
C 0.1800 -3.9502 -2.5514 1.31 -1.80 -0.53 -1.44
C 0.7834 -3.1822 -1.4237 -1.27 0.00 0.69 0.83
C -0.1781 -2.5696 -0.4268 1.04 -3.17 -0.06 -0.67
C 0.2681 -2.5119 0.9054 -0.42 0.79 -0.87 -0.05
C 1.6488 -2.5207 1.1249 0.44 -0.04 0.53 0.02
C 2.5913 -3.0942 0.2482 -1.47 0.27 -0.72 -0.81
C 2.1836 -3.2068 -1.0754 -0.96 -1.19 -1.16 -0.50
Sn 0.3360 -0.8995 -2.0536 0.30 1.70 -0.14 0.85
P -1.4390 1.8143 -0.6487 -1.27 -0.41 -0.30 0.87
H 1.3780 -5.8976 -5.6724 -0.31 0.12 0.40 0.40
H -0.9099 -7.4677 -2.2774 0.08 0.43 -0.15 0.37
H 1.3958 -8.2585 -6.4828 -0.06 0.86 0.25 0.39
H -0.7000 -9.6666 -3.3599 0.04 0.94 0.11 0.37
H 2.8851 -3.4722 -1.8812 -0.35 -0.33 0.60 0.55
H -1.2565 -2.6426 -0.6100 0.32 -0.15 -0.10 0.71
H 3.4935 -3.5949 0.5826 0.44 1.02 0.06 0.59
H -0.4793 -2.4938 1.7126 0.68 0.79 -0.22 0.49
C -1.3482 3.5901 -0.1712 1.19 0.06 0.67 -0.30
C -1.8747 4.6965 -1.0721 -0.13 0.05 -0.23 -1.37
H -0.2746 3.7350 0.0236 -0.19 0.29 -0.01 0.38
H -1.8034 3.6814 0.8259 0.01 -0.36 -0.18 0.18
H -1.8544 5.6500 -0.5312 0.07 -0.22 -0.04 0.44
H -1.2434 4.8236 -1.9560 -0.22 -0.05 -0.03 0.25
H -2.9157 4.5313 -1.3659 0.18 -0.02 -0.11 0.28
C -1.5231 1.7352 -2.4886 0.45 0.40 0.20 -0.24
C -2.1719 0.4446 -2.9930 -0.06 0.40 -0.49 -1.49
H -0.4539 1.7893 -2.7806 -0.57 0.07 -0.18 -0.20
H -2.0025 2.6339 -2.9029 -0.03 -0.41 -0.13 0.68
H -1.8716 0.2982 -4.0319 -0.06 -0.21 -0.07 0.48
H -1.8770 -0.4965 -2.4432 -0.72 0.66 -0.06 0.27
H -3.2639 0.5316 -2.9918 0.21 -0.33 0.27 0.30
C -3.1850 1.4030 -0.1057 0.88 -0.64 0.12 0.25
C -4.4498 2.0880 -0.5985 -0.32 0.20 -0.14 -1.52
H -3.1250 1.4917 0.9837 -0.02 -0.17 -0.15 -0.48
H -3.2420 0.3296 -0.3142 -0.19 -0.05 0.16 0.37
H -5.2950 1.4502 -0.3113 0.10 0.13 -0.08 0.42
H -4.6344 3.0556 -0.1144 0.25 -0.12 -0.26 0.34
H -4.5070 2.2060 -1.6874 0.11 0.09 0.21 0.34
Br 2.3297 -1.4664 2.4965 0.44 -0.65 0.67 0.01
P 3.6426 2.0651 -1.8151 1.96 1.13 -0.82 -0.18
C 2.0906 2.8526 -2.4098 -0.28 -0.31 0.46 1.28
C 2.2965 4.0766 -3.3229 0.09 -0.05 -0.03 -1.45
H 1.5269 3.1242 -1.4999 -0.16 -0.09 -0.41 -0.46
H 1.5460 2.0655 -2.9512 -0.07 0.14 0.04 -0.27
H 1.3478 4.3344 -3.8298 0.45 0.03 0.30 0.37
H 2.6611 4.9399 -2.7431 -0.24 -0.29 -0.23 0.37
H 3.0547 3.8748 -4.0945 -0.29 -0.01 0.23 0.40
C 3.7889 2.2117 -0.0060 -0.39 0.12 0.63 -0.06
C 5.2497 2.4672 0.4766 -0.34 0.11 -0.39 -1.27
H 3.3594 1.3022 0.4710 0.08 0.64 0.05 0.08
H 3.1734 3.1067 0.2424 0.23 -0.68 0.14 0.31
H 5.2593 2.6618 1.5630 0.08 -0.27 -0.46 0.37
H 5.9136 1.6251 0.2159 -0.27 0.30 0.28 0.33
H 5.6542 3.3618 -0.0282 -0.18 -0.38 0.20 0.36
C 3.6381 0.2967 -2.2100 -0.47 -0.15 0.27 1.60
C 4.0844 0.0282 -3.6430 0.00 -0.17 0.11 -1.38
H 2.6046 -0.1377 -2.0994 0.05 -0.09 0.30 -1.75
H 4.2776 -0.1968 -1.4568 -0.21 0.08 -0.33 0.46
H 4.1071 -1.0574 -3.8221 0.01 0.35 -0.23 0.38
H 3.4082 0.5289 -4.3510 0.19 -0.26 0.07 0.32
H 5.0841 0.4462 -3.7919 -0.15 -0.16 -0.05 0.43
N -0.2014 0.6083 2.1198 1.50 -0.45 -1.03 -0.35
S -1.4913 0.4705 2.9301 -2.14 0.28 0.61 0.24
C -1.4613 -0.6431 4.3276 -0.32 0.05 -0.40 0.53
C -2.7157 -1.0562 4.7425 0.05 -0.18 0.45 -0.63
C -2.8314 -1.8038 5.9002 0.08 -0.54 0.81 -0.57
C -1.7048 -2.1779 6.6543 0.39 0.39 -0.43 -0.55
C -0.4468 -1.8040 6.1448 -0.17 -0.39 0.35 -0.70
C -0.3214 -1.0645 4.9687 -0.02 -0.04 0.24 -0.08
C -1.8337 2.0038 3.8308 -0.07 0.63 -0.65 0.91
C -0.8024 2.5695 4.5714 -0.50 0.36 0.39 -0.49
C -1.0068 3.7926 5.2185 -0.23 -0.41 -0.24 -0.77
C -2.2078 4.4761 5.0186 -0.06 0.15 0.18 -0.41
C -3.2025 3.9634 4.1801 0.10 -0.23 0.14 -0.74
C -3.0211 2.7223 3.5657 0.51 -0.27 0.41 -0.33
H 0.6454 0.7000 2.6631 0.17 0.34 0.26 0.14
H -3.5954 -0.8013 4.1767 -0.20 0.17 -0.07 0.47
H -3.8115 -2.1130 6.2434 0.00 0.04 -0.07 0.40
H -1.7802 -2.7470 7.6108 -0.02 0.56 -1.04 0.38
H 0.4494 -2.1022 6.6756 -0.02 -0.02 -0.02 0.42
H 0.6285 -0.8247 4.5117 0.14 0.07 0.43 0.19
H 0.1463 2.0592 4.6691 0.02 -0.12 0.13 0.31
H -0.2533 4.1622 5.9113 -0.14 0.11 -0.30 0.40
H -2.3755 5.4211 5.5425 0.04 -0.32 -0.23 0.40
H -4.1475 4.4950 4.0508 0.38 -0.07 -0.03 0.42
H -3.8008 2.3224 2.9129 0.24 -0.03 0.29 0.37
```
Positions in Å, forces in eV/Å.

Its gap between HOMO and LUMO (spin up / spin down) is 4.350 / 4.351 eV. For the LUMO energy (spin up / spin down), the calculation gives -7.998 / -7.998 eV. The total charge is +2.

Computed, not measured: C7H12AgBr6O3 as an isolated structure at a distorted geometry, with wB97M-V/def2-TZVPD.

```
29
Properties=species:S:1:pos:R:3:forces:R:3:mulliken_charge:R:1
Ag -0.1307 -0.9425 -0.0452 -0.62 -0.43 -0.44 0.24
C -1.3217 -1.7677 -2.2345 0.00 0.30 -0.07 0.97
O -1.6287 -1.8784 -3.4385 -0.05 0.02 0.02 -0.74
O -0.3085 -2.4290 -1.7132 0.19 0.15 0.30 -0.83
O -1.9586 -0.9334 -1.4207 0.43 -0.09 0.23 -0.72
Br 1.5059 0.5712 -2.0350 0.42 0.15 0.10 -0.06
C 1.7003 1.2174 -3.8486 -0.37 -0.06 -0.51 -0.58
C 0.3584 1.1463 -4.5612 -0.02 -0.01 0.19 -0.39
Br -0.6979 2.7553 -4.2326 0.01 -0.11 0.05 -0.15
H 2.4147 0.5828 -4.3712 -0.01 -0.16 0.24 0.32
H 2.1055 2.2214 -3.7866 -0.08 0.06 -0.02 0.35
H -0.2230 0.2888 -4.2149 -0.13 0.06 -0.01 0.21
H 0.4559 1.0902 -5.6412 0.19 0.05 -0.01 0.31
Br -4.4503 -1.5375 3.1143 -0.07 -0.10 0.18 -0.19
C -4.1250 0.1839 2.3000 -0.21 0.82 -0.30 -0.58
C -3.2304 0.0153 1.1032 -0.16 -1.26 0.03 -0.54
Br -2.8102 1.7125 0.3370 0.16 0.27 -0.02 -0.12
H -3.7123 0.8668 3.0380 0.15 -0.25 0.16 0.38
H -5.0797 0.6067 1.9890 -0.08 -0.23 0.09 0.39
H -3.6943 -0.6119 0.3431 -0.01 0.32 -0.20 0.40
H -2.3354 -0.5541 1.3575 0.20 0.48 0.05 0.26
Br 4.6873 0.1387 5.3598 -0.03 0.06 -0.09 -0.19
C 3.2776 0.2218 3.9947 0.03 -0.11 0.56 -0.58
C 3.5094 -0.8690 3.0075 0.02 -0.17 -0.53 -0.62
Br 2.1394 -0.7379 1.6066 0.14 -0.03 -0.08 -0.01
H 3.3187 1.2081 3.5514 0.01 0.06 -0.02 0.39
H 2.3532 0.0725 4.5414 -0.08 0.13 -0.07 0.36
H 3.4255 -1.8688 3.4156 -0.05 0.02 0.16 0.37
H 4.4548 -0.7694 2.4840 0.01 0.04 0.02 0.37
```
Positions in Å, forces in eV/Å.

Its gap between HOMO and LUMO is 5.116 eV. For the LUMO energy, the calculation gives 1.777 eV. The total charge is -1. The relative energy (zero: lowest compared OMol25 entry of this formula, charge and spin) is 18.4 kcal/mol.

Computed, not measured: an isolated molecule of C3H2OS at a distorted geometry, with wB97M-V/def2-TZVPD.

```
7
Properties=species:S:1:pos:R:3:forces:R:3:mulliken_charge:R:1
C 0.0893 0.1744 0.1384 3.33 3.57 2.39 -0.79
C 0.8435 0.9413 0.9850 -0.47 -0.43 0.49 0.58
C 1.4408 1.5975 1.9268 -0.26 0.00 -0.30 -0.18
O 2.7975 3.6795 1.7473 0.43 0.55 0.57 -0.46
S 2.2399 2.7692 2.7616 -1.01 -1.45 -2.01 0.27
H 0.2641 0.5293 -0.8665 -0.92 -0.99 -0.50 0.28
H -0.4696 -0.4902 0.7347 -1.11 -1.25 -0.64 0.31
```
Positions in Å, forces in eV/Å.

Its gap between HOMO and LUMO (spin up / spin down) is 7.633 / 7.533 eV. For the LUMO energy (spin up / spin down), the calculation gives -1.318 / -1.332 eV. The relative energy (zero: lowest compared OMol25 entry of this formula, charge and spin) is 58.3 kcal/mol.

Computed, not measured: a 2-piece molecular cluster, C3H7PS overall at a distorted geometry, with wB97M-V/def2-TZVPD.

```
12
Properties=species:S:1:pos:R:3:forces:R:3:mulliken_charge:R:1
C 1.4274 -1.0086 0.9910 -0.15 -1.52 -0.91 -0.92
C 0.3128 -1.0699 1.9088 -2.01 -0.23 -0.49 -0.08
S -1.2459 -0.7328 1.6833 -0.17 0.33 -0.52 -0.25
H 1.2283 -1.0791 -0.0567 -1.12 -0.73 -0.77 0.30
H 1.7430 -0.0353 0.9235 1.65 2.57 0.75 0.31
H 2.1787 -1.7467 1.1923 0.70 0.06 0.44 0.31
H 0.4460 -1.4540 2.8712 1.07 -0.50 1.50 0.33
C -1.6923 1.2070 -1.6764 1.20 0.38 -0.21 -0.41
P -0.1976 0.9670 -2.4364 -1.07 2.19 0.39 -0.08
H -2.1404 0.2713 -1.3293 -0.40 0.64 0.06 0.25
H -2.1134 2.2314 -1.4446 0.30 -1.64 -0.28 0.23
H 0.0534 2.4498 -2.6266 0.00 -1.54 0.03 0.01
```
Positions in Å, forces in eV/Å.

As for the SMILES: CC=S.C=P. Its gap between HOMO and LUMO is 8.527 eV. For the LUMO energy, the calculation gives -0.080 eV. The relative energy (zero: lowest compared OMol25 entry of this formula, charge and spin) is 55.4 kcal/mol.

Computed, not measured: a 4-piece molecular cluster, C9H17Cl9O3 overall at a distorted geometry, with wB97M-V/def2-TZVPD.

```
38
Properties=species:S:1:pos:R:3:forces:R:3:mulliken_charge:R:1
C 1.5678 -4.5874 -2.7969 -0.08 0.77 -1.76 -0.80
O 0.5308 -3.6757 -2.4452 0.90 0.38 0.58 -0.31
C 0.8786 -2.5946 -1.5794 -0.98 1.06 -0.02 -0.36
C -0.4877 -1.8809 -1.3236 1.52 0.30 0.39 -0.59
O -0.3347 -0.6910 -0.5259 1.13 -1.17 0.67 -0.22
C -1.1274 0.3676 -0.9106 0.04 2.57 0.10 -0.38
C -2.5806 0.2463 -0.5711 -1.01 0.23 -0.16 -0.44
O -3.2696 -0.6494 -1.4914 0.66 0.19 2.05 -0.36
C -3.7232 -0.0944 -2.6600 -0.29 1.16 -1.46 -0.70
H 2.4216 -4.6625 -2.1677 0.46 0.31 1.17 0.34
H 2.0052 -4.4325 -3.8236 -0.61 0.43 0.72 0.25
H 1.0925 -5.5249 -2.8473 -0.48 -1.35 0.05 0.28
H 1.5765 -1.8600 -2.0900 -0.35 -0.95 0.84 0.26
H 1.1587 -2.9218 -0.5433 0.68 0.03 -1.05 0.29
H -1.0690 -2.5897 -0.7728 -0.85 -0.35 0.05 0.25
H -0.9212 -1.5899 -2.2490 -0.59 -0.12 -0.86 0.41
H -0.9741 0.5303 -1.9658 -0.20 0.22 -0.73 0.45
H -0.8042 1.3558 -0.4248 0.14 -1.57 -0.30 0.15
H -3.0503 1.2896 -0.4941 0.35 -1.40 -0.42 0.28
H -2.6151 -0.1929 0.4407 -0.37 -0.03 -0.45 0.31
H -4.0393 -0.8923 -3.3123 -0.01 -0.50 -0.17 0.26
H -2.9587 0.4799 -3.2414 -0.31 -0.21 0.54 0.28
H -4.6228 0.5398 -2.5485 0.37 0.07 0.29 0.30
Cl 2.1523 1.8321 0.8964 -0.17 0.25 -0.15 -0.13
C 2.3754 0.0819 1.0818 1.83 1.20 1.21 1.05
Cl 2.5638 -0.2831 2.8295 -0.67 -0.22 -0.71 -0.13
Cl 3.8519 -0.3923 0.2751 0.28 -0.24 -0.36 -0.14
H 1.5742 -0.3517 0.5752 -1.50 -1.05 -0.18 -0.54
Cl 4.3111 2.2971 4.2804 0.43 0.33 -0.36 -0.12
C 2.7185 3.0209 4.2003 -1.21 -1.29 -1.62 0.74
Cl 2.6825 4.7273 3.8342 0.30 0.52 0.00 -0.14
Cl 1.9232 2.6666 5.7103 -0.61 0.03 0.40 -0.12
H 2.1292 2.5454 3.3282 1.15 0.45 1.69 -0.43
Cl -1.1655 4.4695 1.2025 -0.45 -0.07 -0.46 -0.14
C -0.9152 3.5687 2.6797 0.84 0.25 0.51 0.77
Cl -1.3022 1.8518 2.5841 -0.22 0.16 -0.11 -0.09
Cl -1.7180 4.3654 4.0544 0.18 -0.33 -0.35 -0.13
H 0.1653 3.6309 2.8119 -0.30 -0.05 0.42 -0.42
```
Positions in Å, forces in eV/Å.

As for the SMILES: COCCOCCOC.ClC(Cl)Cl.ClC(Cl)Cl.ClC(Cl)Cl. Its gap between HOMO and LUMO is 10.054 eV. For the LUMO energy, the calculation gives 0.395 eV.

| no. | energy (eV) |
| --- | --- |
| 1 | -177991.665 |
| 2 | -147408.042 |
| 3 | -437851.281 |
| 4 | -16021.790 |
| 5 | -23345.566 |
| 6 | -128450.292 |